No. 1
Entry from the Open Molecules 2025 dataset: a structure of composition C23H39N5PtS2 (ωB97M-V/def2-TZVPD).

Summary:
- energy relative to the best compared isomer or geometry (same formula, charge and spin) (kJ/mol) = 0.0
- E_LUMO (spin up / spin down) (eV) = -7.43 / -7.43
- HOMO energy (spin up / spin down) (eV) = -13.8 / -13.8
- largest force on an atom (eV Å⁻¹) = 4.1
- HOMO-LUMO gap (spin up / spin down) (eV) = 6.33 / 6.33
- net charge = +2
- energy (eV) = -56836.753

```
70
Properties=species:S:1:pos:R:3:forces:R:3
H 2.90404 -2.16286 0.62734 -0.051 0.080 0.115
N 2.07664 -1.95466 0.08484 -0.289 -0.044 0.579
C 2.13934 -2.27896 -1.32786 -0.302 -0.277 -0.848
C 0.41944 -3.95636 3.56944 -0.036 0.022 0.172
H -2.59026 -1.73836 -1.85776 0.086 -0.013 -0.017
H 3.18264 -2.19976 -1.62886 -0.014 0.097 0.032
N 0.98814 -1.26806 2.00684 0.417 -0.261 -0.486
H -3.26526 1.70854 -2.94146 0.049 0.099 -0.052
C -3.59916 0.14954 -1.45506 -0.679 1.189 -0.019
H -1.39076 -3.50106 4.59534 -0.009 0.026 0.043
H 4.16774 1.63664 0.50784 0.025 0.104 -0.063
H 4.22604 -5.70066 -0.59536 0.115 -0.042 0.019
C -5.06456 0.60254 -1.33866 -0.067 -0.158 0.005
N 3.26564 3.29774 -0.37236 -1.088 0.170 0.002
H -1.44896 -2.46836 2.26264 -0.105 0.004 0.054
C 2.29394 -4.79206 -0.88156 0.169 0.015 -0.189
C 3.48964 4.64054 -0.42386 -0.514 0.922 0.060
H -5.61996 0.23104 -2.19626 -0.111 0.034 -0.056
H 5.24814 2.72584 -0.38686 -0.027 0.067 0.005
H 1.87314 -5.73926 -1.21796 -0.076 -0.048 0.127
C -1.87206 6.15714 -0.41566 -0.013 -0.390 -0.012
H 4.29874 -3.95006 -0.68346 0.123 0.084 0.026
C -2.24766 3.81264 -0.47666 -0.536 0.363 0.104
C -0.16076 -0.82146 2.76804 -0.981 0.063 0.069
H -3.82926 5.25114 -0.47036 -0.140 -0.001 -0.020
Pt -0.85326 1.01644 -0.63826 -1.120 0.543 3.139
H 0.01324 -4.39396 2.65884 -0.003 -0.070 -0.109
N -0.94046 3.54324 -0.45666 0.189 -1.362 -0.416
H 0.17444 6.70984 -0.34586 0.075 0.014 0.014
H 0.58834 -4.76116 4.28024 0.112 -0.094 -0.021
H -2.88886 2.93464 -0.49466 -0.057 0.505 -0.052
C 1.93354 3.07824 -0.35266 -0.260 -0.523 -0.230
H 0.20994 -0.33126 3.66804 0.084 0.074 -0.088
C -1.12356 -1.94686 3.16464 0.311 0.088 0.149
S 1.38784 1.47594 -0.22086 0.726 -0.867 -0.192
H -3.35686 0.07834 -3.61436 -0.077 0.012 -0.027
C -3.54526 -1.39566 -1.47076 0.408 -0.150 0.670
H -0.70396 -0.08216 2.15694 0.307 -0.115 0.300
C 1.60174 -3.67576 -1.65706 0.175 0.030 0.304
H -3.68476 -1.80926 -0.47656 -0.082 -0.204 0.126
H 1.73614 -3.83816 -2.72606 -0.015 0.039 -0.106
C 2.28794 5.25654 -0.43646 0.847 0.295 -0.056
C -2.86756 0.66994 -0.27186 2.729 -1.727 -2.568
H -5.14046 1.68874 -1.32596 -0.071 0.075 -0.009
H -4.33376 -1.77736 -2.11086 -0.172 0.181 -0.114
H -2.22266 7.17844 -0.39266 -0.005 0.035 -0.008
C 4.26434 2.26624 -0.37846 0.509 -0.671 -0.003
C -0.07826 4.56204 -0.41726 -0.704 -0.021 0.021
N 1.30084 4.28514 -0.39666 0.687 -0.480 -0.069
C -2.99116 0.66854 -2.77616 0.383 -0.130 0.260
H -1.88376 0.58464 -2.75846 -0.524 -0.023 -0.180
H 2.07464 -4.70086 0.18494 -0.093 -0.068 0.058
H 0.53044 -3.70566 -1.45046 -0.006 0.027 -0.102
C -0.55436 -2.94746 4.16684 -0.062 -0.089 -0.119
H 4.46994 5.07014 -0.44526 0.196 0.029 0.002
H -5.51276 0.20504 -0.43106 -0.146 -0.026 0.053
H 2.08944 6.30364 -0.47476 -0.065 0.181 -0.043
H -0.07706 -2.41876 4.99424 -0.042 0.045 0.091
H 1.38964 -3.51636 3.34114 0.090 -0.040 -0.037
C -2.76466 5.09264 -0.45856 0.148 -0.083 0.023
H 4.04374 -4.89696 -2.14956 0.085 0.015 -0.112
C 3.80414 -4.83086 -1.09096 -0.215 -0.102 0.097
H 1.55474 -1.53166 -1.87486 0.272 -0.047 0.086
H 1.83434 -1.43606 2.53354 0.063 0.066 -0.152
H -1.99436 -1.46786 3.60954 -0.138 0.084 -0.034
H 4.15004 1.63894 -1.26506 -0.010 0.073 0.074
C 0.96764 -1.57566 0.71294 0.958 0.393 0.592
H -3.35066 0.68354 0.69994 -0.220 0.196 0.144
C -0.51766 5.88784 -0.39326 0.064 -0.171 0.054
S -0.50576 -1.52026 -0.17206 -1.273 1.956 -1.059
```
Positions in Å, forces in eV/Å.



No. 2
Entry from the Open Molecules 2025 dataset: a structure of composition C23H39N7O6P3S2Sr (ωB97M-V/def2-TZVPD).

Summary:
- energy relative to the best compared isomer or geometry (same formula, charge and spin) (kJ/mol) = 377.6
- E_LUMO (eV) = 2.26
- HOMO energy (eV) = -2.9
- largest force on an atom (eV Å⁻¹) = 0.7
- HOMO-LUMO gap (eV) = 5.16
- net charge = -1
- energy (eV) = -97574.239

```
81
Properties=species:S:1:pos:R:3:forces:R:3
H 2.19726 -4.75146 1.79237 -0.007 -0.011 0.008
N -3.42008 0.81978 1.80404 0.563 -0.391 0.051
H 2.35584 -1.87789 -1.38662 -0.007 -0.026 0.036
H -3.05323 0.49001 0.89744 -0.190 0.213 -0.076
C 2.38555 -3.49787 0.05431 0.050 0.038 -0.135
C -2.77745 2.15279 2.05388 -0.023 0.026 -0.112
H 1.02861 5.87399 0.72998 -0.009 -0.033 0.002
C -0.08532 -3.89000 -4.21018 -0.063 0.059 0.022
C -1.19020 -4.12084 4.08166 -0.090 -0.103 0.005
H -0.91487 4.15733 -0.26530 -0.030 0.009 -0.058
H 2.01553 5.72954 -0.72396 0.024 0.006 0.009
P -2.92189 2.95840 0.42971 0.382 0.247 -0.044
C -2.81309 -4.68997 1.90498 -0.005 -0.008 -0.008
C 3.87720 3.40321 -1.45915 0.029 -0.004 -0.024
H -1.46963 -6.17269 4.63762 -0.006 -0.013 -0.002
N -0.22682 -1.07911 1.96781 0.130 0.000 -0.128
C 3.68613 3.29317 0.05780 -0.019 0.184 -0.021
H 2.94688 1.92106 -4.80325 -0.008 -0.001 0.007
C 0.59682 -2.81581 -3.70569 -0.113 -0.039 -0.039
H -2.52436 5.70008 -1.69781 -0.028 0.012 0.013
H 3.92183 2.27449 0.38324 -0.016 -0.004 0.018
P 1.87821 3.59163 0.47625 0.410 -0.458 -0.144
H -3.43693 -4.91262 1.04652 0.000 -0.008 0.004
H -2.52399 -7.70547 3.10868 -0.005 -0.011 -0.010
H -3.74714 4.72663 -0.90011 0.055 -0.002 0.095
C -2.10116 -2.66911 -3.83331 0.027 0.077 0.034
H -3.28727 -7.21065 1.71691 -0.001 -0.016 0.004
Sr -0.06572 0.91755 -0.46541 -0.508 0.239 -0.207
H 4.89304 3.11845 -1.75930 -0.005 -0.004 0.006
H 3.02066 0.36653 -1.03496 0.092 0.116 -0.105
N -2.75765 4.81407 -1.26394 -0.107 -0.021 -0.037
C -1.49610 -3.13184 3.16610 -0.003 0.076 0.002
S -0.83929 -1.49288 3.37128 -0.117 -0.154 0.265
H 3.73571 4.44016 -1.78261 -0.006 0.005 0.018
C 3.44156 2.58365 -4.09194 0.039 -0.051 -0.025
H -1.66529 2.03620 2.11986 -0.113 -0.031 0.146
H 1.67176 -2.77348 -3.62130 0.008 0.029 0.011
H 3.01464 -4.17187 -0.50805 0.007 0.042 -0.041
H 4.43464 0.67950 -2.07260 -0.002 -0.002 0.003
H -3.06314 0.14110 2.51277 -0.165 0.039 0.158
C -2.51909 -5.69538 2.82632 0.001 0.019 -0.031
H 2.81903 4.00980 2.71608 -0.002 0.002 -0.021
C -1.39507 -1.55825 -3.30398 -0.080 -0.238 -0.171
C 1.94686 5.44089 0.32676 -0.205 -0.019 0.018
H 4.51301 2.36307 -4.08546 0.003 0.003 0.000
C 1.91581 -3.81790 1.31233 -0.147 0.108 0.194
H 0.46134 -4.76089 -4.54149 -0.005 -0.006 0.000
O 0.73424 -0.72259 -2.81529 -0.033 0.058 0.122
H -2.02924 5.25196 0.68005 0.118 -0.019 -0.012
H -2.51460 -2.64571 1.34031 0.015 -0.017 0.027
H 2.79875 5.85970 0.87137 -0.001 -0.011 0.004
C -1.93783 4.43637 -0.03532 -0.151 0.084 0.023
S -2.16734 -0.15946 -2.74021 0.178 -0.013 0.264
C 1.98316 3.44125 2.29375 -0.011 0.022 0.018
C 0.73643 -1.87063 1.43516 -0.053 0.164 -0.080
C 2.02247 -2.24492 -0.42086 0.160 0.019 -0.046
N -0.02448 -1.69218 -3.27182 0.195 0.181 0.093
N -3.06906 -6.97772 2.67330 0.007 0.015 0.013
N 1.25319 -1.41330 0.26077 -0.232 -0.132 0.114
O -2.69234 1.95027 -0.67731 0.057 -0.373 0.081
H -4.43220 0.86711 1.71513 0.018 -0.018 0.123
O 0.08525 -1.53912 4.47560 0.022 0.007 -0.140
C 3.34157 0.69609 -2.03110 -0.048 0.089 0.142
H -3.26958 2.66706 2.87534 -0.127 -0.066 -0.038
H 3.29554 3.61103 -4.43023 0.000 -0.001 -0.001
H 1.02890 3.77047 2.70002 -0.011 -0.017 -0.009
C -2.30379 -3.41503 2.07502 -0.019 -0.031 0.033
H -0.53139 -3.88633 4.90638 0.005 0.016 -0.004
H -3.17691 -2.57194 -3.86711 0.000 0.016 0.008
N 1.10522 -3.03354 2.00718 0.149 -0.070 -0.089
C -1.70748 -5.39663 3.91848 0.027 0.042 0.006
O -4.31382 3.59956 0.39557 -0.157 0.146 -0.033
H -2.66580 4.03857 -1.92727 0.100 0.045 -0.052
H 2.07621 2.38710 2.55447 0.014 -0.009 0.001
H -2.06832 -4.62864 -4.66591 0.010 -0.007 -0.003
H 4.37609 3.96492 0.58537 0.004 0.006 -0.016
O -0.49209 2.54583 0.99089 -0.016 0.057 0.034
C -1.48201 -3.80687 -4.27415 0.091 -0.052 -0.019
O -2.01216 -0.65109 3.59590 -0.120 0.104 -0.170
H 2.91433 -0.00833 -2.74246 -0.014 -0.038 -0.046
P 2.67590 2.36971 -2.42931 0.086 -0.091 -0.038
```
Positions in Å, forces in eV/Å.



No. 3
Entry from the Open Molecules 2025 dataset: a cluster of 2 separate species, C23H39Si in total (ωB97M-V/def2-TZVPD).

Summary:
- energy relative to the best compared isomer or geometry (same formula, charge and spin) (kJ/mol) = 15.1
- E_LUMO (eV) = -4.47
- HOMO energy (eV) = -10.6
- largest force on an atom (eV Å⁻¹) = 3.2
- HOMO-LUMO gap (eV) = 6.14
- net charge = +1
- energy (eV) = -32353.292

```
63
Properties=species:S:1:pos:R:3:forces:R:3
C -1.38903 0.83726 3.44351 -0.722 -0.225 -0.021
H -3.76323 0.90141 2.11493 0.217 0.209 -0.100
H 2.74666 0.71775 -0.11760 0.218 -0.312 -0.234
H -1.20039 1.82684 -4.31472 -0.044 0.065 0.034
H -0.55669 -2.04594 3.28490 -0.001 0.151 0.223
C 0.44518 -2.18231 -1.50911 0.014 -0.461 -0.621
C 0.73315 -3.05713 -0.26143 0.220 0.134 0.133
H 0.74213 -4.84779 -1.42747 -0.094 -0.039 0.034
H 5.21144 0.91314 -1.41816 -0.219 -0.141 -0.026
C -1.67864 1.97740 -3.34004 0.338 0.014 -0.093
H 3.10815 -0.97116 -2.60284 0.026 -0.274 -0.655
C 0.68293 -5.49140 0.62090 -0.045 0.020 0.023
H -0.79066 -4.52598 -0.61532 0.143 -0.033 -0.089
C 0.29867 -4.51005 -0.48374 0.002 0.072 -0.230
C -3.19492 1.91273 -3.51297 0.008 -0.010 0.068
C -2.06747 -0.50986 3.77012 0.104 -0.320 0.187
C 4.47964 0.63824 -2.18715 -0.335 -0.179 -0.360
H -2.77341 -0.43508 4.60536 0.163 0.114 -0.083
C 0.46526 0.92336 -2.36880 0.341 0.585 -0.680
C -2.19450 2.07478 3.03216 0.166 -0.069 0.019
H -1.71694 5.42045 2.49524 -0.257 -0.318 0.025
C -0.17683 0.84192 4.34127 0.357 -1.107 0.251
H -2.60619 -0.92584 2.91087 0.016 0.143 0.190
H -4.59712 2.74710 0.68560 0.118 0.100 0.270
H -1.39951 2.98254 -2.99955 0.035 -0.126 -0.096
H -3.50162 2.62873 -4.28305 0.009 -0.127 0.166
C 3.68715 -0.58165 -1.70754 0.452 0.675 1.114
H 0.56599 -2.76821 -2.43286 -0.322 -0.164 0.165
H 2.73166 -1.05087 0.25196 0.064 0.302 -0.210
H -0.92930 0.60688 2.49822 0.371 -0.016 -0.917
H 0.83512 1.72687 -1.70648 0.110 -0.291 -0.328
H 0.18232 -2.65507 0.59960 0.193 0.092 -0.148
H -0.60468 -1.84435 -1.48555 0.181 -0.081 -0.242
H -0.84932 3.53635 3.87709 -0.156 0.004 -0.325
C -3.78582 2.93108 1.39040 0.178 0.084 0.596
H 5.78345 1.17216 -3.82967 -0.012 -0.107 -0.015
H 4.43165 0.13875 -4.29875 0.092 0.017 0.077
H 1.76445 -5.50399 0.80184 -0.187 0.057 -0.019
H 0.17065 -5.26371 1.56277 0.138 -0.008 -0.132
C -2.16985 4.42930 2.40677 -0.216 -0.354 0.196
C -1.09223 0.94966 -2.36231 -0.128 -0.475 0.140
H -1.44260 1.19889 -1.35015 0.133 -0.228 -0.140
C -3.23072 4.21007 1.52064 0.263 -0.113 0.009
H 1.79760 -3.01577 0.00506 -0.156 -0.136 -0.073
H 1.18625 -0.78148 4.90492 -0.163 0.239 0.355
C -1.66839 3.36671 3.17553 -0.192 -0.063 -0.245
H -3.62489 5.03638 0.93364 0.115 -0.154 0.049
H 0.84815 1.14794 -3.37779 -0.221 0.207 0.108
H 0.38745 -6.50209 0.31753 0.062 0.174 0.134
H -3.72008 2.17432 -2.58705 0.090 -0.099 -0.134
H 5.80525 -0.55167 -3.41815 -0.013 0.113 -0.051
H 0.30500 1.77579 4.62677 0.315 -0.470 -0.117
H -1.11976 -2.13200 4.95756 0.196 0.178 -0.145
Si 1.35233 -0.59863 -1.78444 -0.423 0.588 3.164
H 4.37342 -1.39821 -1.44899 -0.392 -0.072 -0.317
C 0.21892 -0.44367 4.54953 -0.533 1.386 0.150
C 2.69490 -0.29324 -0.53835 -0.534 -0.165 -0.404
H -1.47558 -0.05327 -2.59737 -0.087 0.242 -0.047
C -3.29885 1.88653 2.18185 0.106 0.203 -0.141
C 5.16635 0.33167 -3.50879 0.156 0.103 -0.105
H -3.52576 0.91856 -3.83561 0.067 0.142 0.090
H 3.80035 1.49030 -2.30935 0.085 -0.028 0.090
C -0.85667 -1.43144 4.15462 -0.409 0.353 -0.515
```
Positions in Å, forces in eV/Å.



No. 4
Entry from the Open Molecules 2025 dataset: a cluster of 4 separate species, C23H40BrIN6P in total (ωB97M-V/def2-TZVPD).

Summary:
- energy relative to the best compared isomer or geometry (same formula, charge and spin) (kJ/mol) = 0.0
- E_LUMO (eV) = -4.76
- HOMO energy (eV) = -11.6
- largest force on an atom (eV Å⁻¹) = 2.6
- HOMO-LUMO gap (eV) = 6.80
- net charge = +1
- energy (eV) = -120861.387

```
72
Properties=species:S:1:pos:R:3:forces:R:3
C -4.21387 -3.40234 -2.76902 -0.237 -0.935 -0.288
H 3.89429 5.61199 -1.93008 -0.002 0.001 0.000
H 2.86323 4.17242 -1.83605 0.001 0.002 -0.007
H 8.04402 0.64025 2.27486 0.020 0.013 0.005
N -0.87492 1.62292 5.08510 0.634 -0.066 0.301
H -1.90141 -0.42645 1.07446 0.169 0.199 0.236
H -1.28332 -5.50186 -2.55253 -0.239 0.261 -0.093
I -0.31791 -3.36534 -3.82001 -0.187 -0.179 0.059
C 7.53365 1.47053 1.78998 -0.127 -0.007 0.103
H 3.30755 5.04356 -0.35596 0.010 -0.002 0.006
H 7.17875 1.15197 0.81171 -0.035 0.072 -0.013
H -1.29407 -3.82485 -0.12992 -0.015 -0.098 -0.081
H 0.79584 -6.05563 -1.87305 0.042 0.096 -0.002
H 0.43390 -5.16881 -0.39446 0.006 0.072 -0.074
C -0.43769 -1.26031 -0.26172 -1.188 -0.609 -0.133
H -3.53018 -5.43890 -3.26288 -2.087 -0.562 -0.541
N -2.25409 -2.62419 -1.49794 0.025 -0.539 0.568
C -2.00979 1.01436 -1.61874 -1.078 -0.385 0.276
H 2.84591 1.73821 0.42562 0.136 -0.245 0.090
N -6.08838 -0.56616 -2.76266 1.035 -0.318 0.214
C -0.95224 -0.96172 1.17739 0.575 -0.386 -0.425
H 8.23190 2.29464 1.66197 -0.016 0.014 -0.013
N 5.77705 3.22486 -1.08060 -0.574 0.348 -0.036
H -1.49106 3.12031 -0.17113 -0.196 0.095 0.287
C 3.65445 4.73049 -1.33891 0.120 -0.069 0.011
N 5.51903 2.22471 3.27965 0.670 -0.195 -0.272
C -1.64990 -1.44393 -1.14354 0.816 0.638 -0.122
C 4.84206 3.88864 -1.19884 0.468 -0.339 0.103
H -4.38817 1.06934 -3.37968 0.743 -0.371 -0.411
C -3.75634 -4.43072 -3.61053 0.121 1.009 0.115
C -2.47792 3.26303 -0.62078 -0.021 -0.523 -0.644
C -1.77999 -3.95096 -1.09608 -0.138 0.330 -0.662
H -3.92534 2.04444 -1.65308 -0.161 -0.192 0.271
H 1.29834 0.79218 7.22202 -0.005 0.005 0.005
H -3.13479 3.83239 0.03297 0.131 0.061 -0.027
H 3.32471 2.91245 1.62959 0.280 -0.157 -0.033
H 1.60794 2.49330 6.82926 0.005 0.002 -0.002
H 2.03673 0.78868 3.07095 -0.119 0.107 0.047
C 3.04922 1.86452 1.49315 -0.802 0.443 0.327
H 0.88661 -0.91249 2.29793 0.111 0.179 -0.151
H -1.12914 1.08205 -0.98554 0.138 0.031 -0.264
H -0.45782 -0.01032 3.00423 0.256 -0.180 0.083
C -3.32717 -2.37934 -2.26069 -0.230 0.723 -1.573
H -5.27235 -3.40947 -2.49139 0.500 -0.668 1.575
H -1.19473 -1.93912 1.61351 -0.117 0.197 0.147
C 1.78559 1.57495 2.35511 0.257 0.013 -0.912
P -4.66580 -0.30621 -3.34538 -2.526 -0.449 0.358
H -4.59580 -0.89204 -4.63043 0.839 0.478 0.071
C 0.51800 -5.07704 -1.47994 -0.354 0.096 -0.418
H -3.44473 1.45527 -0.01853 -0.027 -0.426 -0.280
H 1.53135 2.47046 2.92358 -0.018 -0.135 0.066
C 0.11432 1.57538 5.67651 -0.459 0.033 -0.323
H 0.77762 1.10301 0.45241 0.075 -0.001 0.099
H -6.06101 -1.11986 -1.91260 -0.539 0.181 0.061
H 0.15321 -2.17826 -0.31530 0.271 0.256 0.151
C 0.06243 -0.23174 2.06648 -1.009 0.197 -0.310
C -0.81981 -4.61371 -2.12724 0.725 -0.334 0.536
C 0.54303 1.12296 1.52032 0.538 -0.004 1.234
H 1.30477 -4.37657 -1.75627 0.118 -0.085 0.405
H -3.59904 -4.18554 -4.66314 2.017 0.116 0.453
N -3.38311 -1.05112 -2.41672 -0.228 1.477 -0.573
H -2.67934 -4.55529 -0.97892 0.175 -0.100 0.136
H -2.30147 3.80060 -1.55524 -0.139 0.208 0.186
C -2.34766 -0.43611 -1.73288 0.381 -0.310 0.311
H 0.12880 -0.43963 -0.69673 0.205 -0.140 0.136
Br -1.53174 1.68928 -3.39732 0.125 0.002 0.123
C -3.09616 1.88301 -0.96240 0.769 1.096 -0.036
H 3.87339 1.25036 1.83289 0.105 0.029 -0.336
C 6.40654 1.89679 2.62051 -0.328 0.188 0.323
H 2.18107 1.21563 5.74192 0.003 0.024 -0.011
C 1.37728 1.51508 6.41251 -0.137 0.003 -0.054
H -0.21431 1.89102 1.70829 -0.277 -0.286 -0.356
```
Positions in Å, forces in eV/Å.